1.
C20H45BrFO6PS4 | wB97M-V/def2-TZVPD

For the HOMO energy, the calculation gives -8.265 eV. The LUMO energy comes out at 0.0149 hartree. Its HOMO-LUMO gap is 8.67 eV. As for the electronic energy: -5848.31560 a.u. The calculation puts the energy above the lowest of the compared OMol25 structures with the same formula, charge and spin at 0.0 kcal/mol.

XYZ file:
```
78
Properties=species:S:1:pos:R:3:lowdin_charge:R:1
C -0.704 3.740 3.153 -0.129
C -2.008 3.307 2.478 -0.273
C -1.907 2.275 1.351 -0.597
Br -0.464 2.679 0.068 0.764
C -1.930 0.812 1.749 -0.249
C -2.199 -0.206 0.619 -0.501
O -2.921 -0.088 -0.257 0.203
O -1.461 -1.314 0.879 0.032
C -1.332 -1.309 2.320 -0.150
C -0.820 0.120 2.589 -0.425
C 0.607 0.137 2.077 -0.366
C 1.513 -0.924 2.721 -0.014
F 1.230 1.350 2.312 -0.094
P -1.125 0.486 4.426 1.043
C 0.504 0.620 5.314 -0.261
C -1.926 -0.981 5.240 -0.419
C -1.957 -0.786 6.774 -0.156
H -0.728 4.825 3.256 0.070
H 0.197 3.511 2.597 0.025
H -0.637 3.371 4.168 0.043
H -2.631 2.851 3.246 0.088
H -2.572 4.154 2.104 0.104
H -2.799 2.407 0.750 0.089
H -2.806 0.743 2.404 0.143
H -2.362 -1.470 2.650 0.126
H -0.802 -2.136 2.770 0.124
H 0.618 -0.030 1.003 0.131
H 1.953 -1.568 1.969 0.060
H 2.338 -0.411 3.202 0.085
H 1.012 -1.475 3.507 0.063
H 1.201 1.251 4.777 0.031
H 0.305 0.993 6.311 0.030
H 0.950 -0.368 5.433 0.034
H -1.406 -1.906 5.002 0.069
H -2.954 -1.009 4.893 0.066
H -1.927 0.268 7.026 0.053
H -2.891 -1.200 7.130 0.066
H -1.119 -1.304 7.218 0.068
C -2.290 -2.226 -2.458 -0.278
S -2.963 -3.369 -3.662 0.806
O -2.534 -4.740 -3.268 -0.561
C -1.892 -2.841 -5.009 -0.269
H -2.785 -2.398 -1.505 0.041
H -1.218 -2.393 -2.349 0.013
H -2.480 -1.203 -2.780 0.057
H -0.847 -2.968 -4.721 0.046
H -2.095 -1.796 -5.243 0.032
H -2.108 -3.458 -5.880 0.048
C 4.465 2.993 1.768 -0.257
S 3.644 1.900 0.601 0.785
O 4.058 0.508 0.934 -0.547
C 4.600 2.408 -0.836 -0.264
H 4.045 2.808 2.755 0.048
H 5.535 2.784 1.780 0.058
H 4.282 4.029 1.483 0.056
H 5.662 2.237 -0.655 0.057
H 4.415 3.463 -1.039 0.054
H 4.274 1.812 -1.686 0.050
C 2.770 -4.112 -2.961 -0.265
S 1.480 -3.457 -1.895 0.827
O 0.865 -2.301 -2.607 -0.560
C 2.584 -2.782 -0.647 -0.254
H 2.294 -4.549 -3.836 0.051
H 3.437 -3.307 -3.269 0.058
H 3.325 -4.882 -2.425 0.053
H 3.265 -2.062 -1.102 0.063
H 3.146 -3.594 -0.184 0.061
H 1.977 -2.284 0.105 0.019
C -2.590 1.979 -8.044 -0.276
S -0.959 2.331 -7.370 0.798
O -0.027 2.457 -8.518 -0.554
C -0.702 0.702 -6.652 -0.279
H -2.932 2.862 -8.580 0.048
H -2.531 1.133 -8.730 0.057
H -3.280 1.758 -7.228 0.052
H -0.767 -0.060 -7.429 0.059
H -1.452 0.523 -5.881 0.041
H 0.289 0.681 -6.203 0.053
```


2.
C20H46AlOP4 | wB97M-V/def2-TZVPD

As for the charge: +3. For the HOMO energy (alpha / beta), the calculation gives -16.965 / -16.722 eV. The LUMO energy (alpha / beta) comes out at -0.4758 / -0.4237 hartree. Its HOMO-LUMO gap (alpha / beta) is 4.02 / 5.19 eV. As for the electronic energy: -2471.70551 a.u. The calculation puts the energy above the lowest of the compared OMol25 structures with the same formula, charge and spin at 54.6 kcal/mol.

XYZ file:
```
72
Properties=species:S:1:pos:R:3:lowdin_charge:R:1
Al 0.253 0.122 0.214 -0.041
P -0.652 1.732 1.856 0.779
P 0.339 -1.490 2.570 0.759
P -2.198 -0.921 0.389 0.866
H 1.854 0.890 -6.657 0.074
C 0.796 1.128 -6.514 -0.014
C 0.390 2.134 -5.733 -0.086
H 1.078 2.678 -5.071 0.075
C 0.539 3.086 2.111 -0.221
C -1.284 1.443 3.556 -0.204
C -2.036 2.596 1.033 -0.228
C 0.828 -3.118 1.883 -0.246
C 1.693 -1.169 3.761 -0.250
C -0.932 -2.026 3.783 -0.236
C -3.020 -0.268 -1.102 -0.209
C -3.567 -0.854 1.612 -0.196
C -2.201 -2.716 0.015 -0.217
H 0.080 0.534 -7.096 0.077
H -0.641 2.488 -5.847 0.075
H 1.164 3.209 1.216 0.053
H 1.181 2.883 2.981 0.064
H -0.035 4.009 2.275 0.074
H -0.488 1.099 4.229 0.055
H -2.094 0.705 3.587 0.032
H -1.676 2.392 3.949 0.089
H -1.906 2.551 -0.056 0.041
H -1.993 3.647 1.349 0.071
H -3.009 2.162 1.300 0.060
H 0.887 -3.833 2.714 0.074
H 1.791 -3.050 1.369 0.027
H 0.091 -3.455 1.147 0.023
H 1.455 -1.691 4.699 0.070
H 1.760 -0.094 3.963 0.032
H 2.654 -1.533 3.378 0.048
H -0.835 -3.110 3.933 0.070
H -1.944 -1.792 3.440 0.005
H -0.754 -1.511 4.737 0.061
H -4.044 -0.667 -1.152 0.087
H -2.475 -0.560 -2.007 0.030
H -3.058 0.827 -1.074 0.055
H -4.514 -0.784 1.060 0.083
H -3.484 0.019 2.271 0.032
H -3.586 -1.769 2.218 0.060
H -3.027 -2.913 -0.683 0.081
H -2.346 -3.307 0.931 0.069
H -1.259 -3.006 -0.462 0.036
C 0.170 0.643 -2.578 -0.305
C 0.637 -0.607 -3.046 0.013
C -0.264 -1.365 -3.787 -0.005
C -1.432 -0.764 -4.288 -0.015
C -1.672 0.602 -4.065 -0.067
C -0.727 1.358 -3.394 0.000
O 0.458 1.104 -1.357 -0.120
H 0.379 -1.365 -0.454 0.049
H 1.581 -0.989 -2.659 0.124
H -0.046 -2.424 -3.952 0.140
H -2.142 -1.339 -4.895 0.145
H -2.560 1.094 -4.462 0.145
H -0.726 2.444 -3.360 0.148
C 3.516 -1.283 0.317 -0.224
P 2.743 0.358 0.529 0.828
C 3.577 1.090 1.975 -0.208
C 3.493 1.307 -0.836 -0.215
H 4.549 -1.126 -0.023 0.080
H 3.517 -1.846 1.261 0.043
H 2.959 -1.835 -0.452 0.049
H 4.658 1.077 1.799 0.081
H 3.257 2.130 2.115 0.049
H 3.378 0.530 2.894 0.026
H 4.560 1.489 -0.635 0.083
H 3.388 0.751 -1.777 0.059
H 2.972 2.267 -0.948 0.060
```


3.
C20H46Br2N6O6 | wB97M-V/def2-TZVPD

For the HOMO energy, the calculation gives -8.989 eV. Its structure (SMILES) is CN(C)C=O.CN(C)C=O.CN(C)C=O.CN(C)C=O.CN(C)C=O.CN(C)C=O.BrCCBr. The LUMO energy comes out at -0.0042 hartree. Its HOMO-LUMO gap is 8.87 eV. As for the electronic energy: -6717.60953 a.u. The calculation puts the energy above the lowest of the compared OMol25 structures with the same formula, charge and spin at 0.0 kcal/mol.

XYZ file:
```
80
Properties=species:S:1:pos:R:3:lowdin_charge:R:1
C 8.098 1.169 2.314 -0.089
N 6.770 1.696 2.519 -0.187
C 6.387 1.588 3.925 -0.069
C 6.219 2.534 1.619 -0.349
O 6.777 2.831 0.577 0.001
H 8.323 0.994 1.260 0.089
H 8.323 0.227 2.807 0.090
H 8.893 1.885 2.545 0.033
H 6.971 2.351 4.444 0.017
H 5.336 1.820 4.112 0.087
H 6.565 0.581 4.291 0.089
H 5.198 2.841 1.892 0.137
C 8.021 9.435 7.284 -0.022
N 7.086 10.384 6.669 -0.190
C 5.755 9.844 6.473 -0.064
C 7.448 11.586 6.191 -0.367
O 8.544 12.098 6.309 0.004
H 8.188 8.682 6.510 0.079
H 7.618 9.072 8.224 0.078
H 8.955 9.977 7.425 0.087
H 5.007 10.609 6.263 0.089
H 5.688 9.100 5.676 0.061
H 5.489 9.405 7.437 0.087
H 6.625 12.028 5.607 0.120
C 10.260 5.280 -0.266 -0.061
N 9.614 6.524 -0.668 -0.194
C 10.553 7.622 -0.720 -0.058
C 8.342 6.518 -1.150 -0.353
O 7.584 7.431 -1.387 0.020
H 11.053 5.142 -1.010 0.089
H 9.641 4.389 -0.355 0.087
H 10.667 5.388 0.738 0.083
H 10.151 8.551 -1.118 0.095
H 11.023 7.858 0.237 0.074
H 11.374 7.328 -1.383 0.091
H 7.979 5.497 -1.363 0.135
C 9.991 10.247 3.929 -0.114
N 10.491 10.995 2.816 -0.190
C 10.032 10.541 1.536 -0.054
C 11.158 12.154 2.958 -0.341
O 11.564 12.874 2.066 0.016
H 10.173 9.172 3.858 0.072
H 8.912 10.366 4.051 0.026
H 10.539 10.605 4.803 0.091
H 8.935 10.459 1.518 0.050
H 10.322 11.264 0.777 0.098
H 10.261 9.491 1.344 0.061
H 11.234 12.430 4.026 0.140
C 5.981 11.288 1.452 -0.058
N 5.879 12.625 2.049 -0.189
C 7.050 13.101 2.780 -0.015
C 4.725 13.303 2.087 -0.369
O 4.567 14.380 2.635 0.009
H 5.064 10.816 1.123 0.089
H 6.629 10.650 2.057 -0.014
H 6.669 11.505 0.621 0.096
H 7.903 12.432 2.698 0.072
H 7.288 14.086 2.381 0.102
H 6.803 13.190 3.837 0.074
H 3.973 12.772 1.471 0.133
C 5.012 3.667 8.259 -0.055
N 6.199 4.499 8.231 -0.192
C 7.371 3.982 7.543 -0.044
C 6.198 5.732 8.774 -0.343
O 7.117 6.528 8.757 0.007
H 4.770 3.196 7.305 0.084
H 4.115 4.210 8.547 0.086
H 5.238 2.883 8.988 0.094
H 7.099 3.754 6.505 0.043
H 8.258 4.595 7.432 0.086
H 7.562 2.997 7.975 0.094
H 5.195 6.031 9.120 0.133
Br 8.951 4.218 4.063 0.722
C 7.719 5.721 4.095 -0.663
C 7.654 6.353 2.675 -0.590
Br 7.411 8.279 3.038 0.774
H 8.184 6.372 4.827 0.015
H 6.761 5.382 4.477 0.059
H 6.806 5.991 2.103 0.063
H 8.558 6.272 2.083 0.023
```